C37H38FN6O4STi as an isolated structure, computed with the ωB97M-V functional and the def2-TZVPD basis.

Values from the calculation:
LUMO energy (spin up / spin down)   2.115 / 2.076 eV
Spin multiplicity   3
F_max   0.45 eV/A
<S²>   2.018
ΔE to the lowest compared entry with this formula, charge and spin   0.000 eV
Orbital gap (spin up / spin down)   0.208 / 0.217 Eh
Charge   -1
Total energy   -92790.5765 eV

Last column: Mulliken charge in e.
Element x y z (Å)
1 Ti -0.39 -0.09 -0.68  -0.4818
2 C 3.45 -4.37 -1.26  -0.4964
3 C 2.25 -4.28 -0.56  -0.8863
4 C 1.32 -3.30 -0.86  -0.1893
5 C 1.57 -2.39 -1.89  -0.0148
6 C 2.76 -2.49 -2.61  -0.4141
7 C 3.69 -3.47 -2.29  -0.5795
8 N 0.63 -1.38 -2.17  1.3342
9 N 0.52 -1.14 -3.47  -1.0167
10 C -0.27 -0.06 -3.74  -0.0963
11 C -0.53 0.28 -5.08  -0.7181
12 C -1.28 1.40 -5.34  -0.2461
13 C -1.75 2.18 -4.27  -1.0539
14 C -1.46 1.78 -2.99  -0.2393
15 N -0.75 0.67 -2.72  0.7569
16 H 4.18 -5.12 -1.01  0.3909
17 H 2.04 -4.98 0.24  0.3984
18 H 0.39 -3.22 -0.32  0.4679
19 H 2.94 -1.79 -3.41  0.4519
20 H 4.62 -3.52 -2.85  0.3501
21 H -0.14 -0.35 -5.86  0.5044
22 H -1.50 1.68 -6.36  0.3791
23 H -2.33 3.08 -4.44  0.4450
24 H -1.80 2.33 -2.12  0.2941
25 C 4.71 3.34 4.14  -1.3971
26 C 3.48 2.55 4.57  -0.2942
27 C 3.73 1.63 5.76  -1.0898
28 C 4.73 0.55 5.40  -1.3137
29 C 4.31 -0.16 4.14  1.1110
30 C 4.75 -1.44 3.86  -0.7808
31 C 4.33 -2.09 2.71  -0.0834
32 F 4.78 -3.34 2.49  -0.3740
33 C 3.46 -1.52 1.82  -0.1709
34 C 3.00 -0.22 2.08  0.5968
35 C 2.02 0.38 1.17  1.6017
36 O 1.57 -0.30 0.23  -0.4438
37 C 1.66 1.73 1.44  -0.5434
38 C 2.15 2.34 2.55  -0.4289
39 N 2.97 1.76 3.45  0.2053
40 C 3.44 0.46 3.22  -0.7035
41 C 0.76 2.54 0.52  0.2030
42 O 0.73 3.76 0.67  -0.7870
43 O 0.08 1.89 -0.34  0.0006
44 H 5.10 3.92 4.98  0.3923
45 H 4.46 4.02 3.33  0.4015
46 H 5.50 2.68 3.78  0.3542
47 H 2.68 3.25 4.83  0.5274
48 H 2.78 1.17 6.05  0.3686
49 H 4.08 2.23 6.60  0.4457
50 H 4.81 -0.18 6.21  0.4442
51 H 5.73 0.98 5.27  0.3693
52 H 5.41 -1.95 4.55  0.5120
53 H 3.11 -2.04 0.94  0.3475
54 H 1.86 3.37 2.75  0.5882
55 O 0.14 -1.02 3.09  -0.4496
56 S -0.56 -1.94 2.15  -0.0678
57 N -0.80 -1.54 0.75  0.0465
58 C -2.87 -3.03 -3.96  -1.6193
59 C -3.48 -1.87 -3.22  0.5862
60 C -4.70 -1.32 -3.63  -0.9355
61 C -5.21 -0.23 -2.94  0.4500
62 C -6.52 0.39 -3.36  -1.7601
63 C -4.51 0.32 -1.87  -0.0750
64 C -3.28 -0.22 -1.42  -0.5417
65 C -2.82 -1.34 -2.14  0.1776
66 N -2.49 0.29 -0.42  1.2115
67 C -3.07 1.16 0.62  1.5129
68 C -2.16 1.12 1.86  -2.4886
69 C -4.44 0.65 1.13  -1.8668
70 C -3.16 2.63 0.18  -1.7138
71 H -3.51 -3.36 -4.79  0.3781
72 H -2.72 -3.89 -3.30  0.3110
73 H -1.90 -2.76 -4.37  0.2671
74 H -5.23 -1.74 -4.48  0.1938
75 H -6.90 -0.08 -4.27  0.3683
76 H -6.40 1.46 -3.56  0.3382
77 H -7.27 0.29 -2.58  0.3035
78 H -4.93 1.20 -1.41  0.5007
79 H -1.88 -1.81 -1.86  0.6813
80 H -2.25 0.17 2.38  0.1558
81 H -2.46 1.91 2.55  0.6170
82 H -1.11 1.26 1.61  0.7772
83 H -4.41 -0.44 1.21  0.3346
84 H -5.28 0.92 0.50  0.4273
85 H -4.62 1.06 2.13  0.5191
86 H -2.16 3.03 0.03  0.2245
87 H -3.65 3.22 0.96  0.5473
88 H -3.72 2.76 -0.75  0.1900


C37H38FN9O3S6SeTi as an isolated structure, computed with the ωB97M-V functional and the def2-TZVPD basis.

Values from the calculation:
LUMO energy (spin up / spin down)   -1.443 / -1.448 eV
Spin multiplicity   3
F_max   0.83 eV/A
<S²>   2.030
ΔE to the lowest compared entry with this formula, charge and spin   0.839 eV
Orbital gap (spin up / spin down)   0.117 / 0.165 Eh
Charge   0
Total energy   -214731.9876 eV

Last column: Mulliken charge in e.
Element x y z (Å)
1 Ti 1.07 -0.16 1.08  -0.1601
2 C 5.46 -0.25 1.64  -1.8865
3 C 4.02 0.09 1.44  0.8400
4 N 3.16 -0.77 1.03  1.3138
5 N 3.51 -2.08 0.92  -1.1736
6 C 2.54 -2.80 0.39  0.5042
7 N 2.74 -4.14 0.38  -0.4841
8 S 1.10 -2.19 -0.38  -0.5819
9 C 3.48 1.44 1.77  0.3145
10 C 4.30 2.50 2.12  -0.8273
11 C 3.72 3.71 2.48  -0.4817
12 C 2.34 3.84 2.45  -0.9941
13 C 1.59 2.75 2.06  -0.6868
14 N 2.15 1.58 1.75  0.8703
15 H 5.53 -1.30 1.94  0.3908
16 H 5.92 0.37 2.41  0.4318
17 H 6.01 -0.14 0.71  0.2858
18 H 3.43 -4.48 1.03  0.2482
19 H 1.91 -4.70 0.27  0.2588
20 H 5.37 2.38 2.13  0.4554
21 H 4.34 4.54 2.78  0.4134
22 H 1.85 4.76 2.74  0.4697
23 H 0.51 2.79 2.01  0.6541
24 F 1.91 0.66 -5.49  -0.4049
25 C 0.75 0.71 -4.76  0.5315
26 C 0.81 0.73 -3.40  -1.1008
27 C -0.40 0.80 -2.65  1.3190
28 C -0.36 0.78 -1.25  0.9308
29 O 0.80 0.82 -0.65  -0.8471
30 C -1.63 0.67 -0.55  -0.2542
31 C -2.77 0.81 -1.26  -0.4554
32 N -2.81 0.99 -2.62  0.5329
33 C -4.02 1.34 -3.30  -0.4275
34 C -5.35 0.98 -2.75  -0.9768
35 C -4.84 0.28 -3.98  -0.4455
36 C -1.63 0.89 -3.36  0.1248
37 C -1.65 0.85 -4.75  -1.0675
38 C -0.44 0.75 -5.47  -1.4806
39 N -0.47 0.69 -6.90  0.5149
40 C -0.24 1.94 -7.59  -0.5063
41 C -0.81 1.85 -8.99  -0.8362
42 N -0.15 0.68 -9.69  -0.1712
43 C -0.34 -0.61 -8.92  -0.8488
44 C 0.22 -0.41 -7.53  -0.5172
45 C -1.83 0.33 0.91  0.2556
46 O -2.95 0.13 1.34  -0.8681
47 O -0.75 0.27 1.64  0.2150
48 H 1.76 0.67 -2.88  0.5208
49 H -3.72 0.76 -0.75  0.5222
50 H -3.94 2.29 -3.82  0.5742
51 H -6.14 1.71 -2.86  0.2663
52 H -5.40 0.40 -1.83  0.2938
53 H -5.29 0.50 -4.94  0.2934
54 H -4.49 -0.74 -3.85  0.2287
55 H -2.59 0.87 -5.29  0.4311
56 H 0.84 2.19 -7.66  0.3285
57 H -0.73 2.75 -7.06  0.4478
58 H -0.63 2.74 -9.60  0.4028
59 H -1.88 1.62 -8.96  0.3610
60 H 0.86 0.87 -9.72  0.3986
61 H -0.48 0.59 -10.64  0.3458
62 H 0.17 -1.40 -9.48  0.4153
63 H -1.41 -0.80 -8.90  0.3505
64 H 1.31 -0.25 -7.60  0.3805
65 H 0.07 -1.31 -6.94  0.4479
66 C -0.30 -3.92 4.97  -1.0530
67 N -1.43 -3.05 4.74  0.4183
68 C -1.89 -2.68 3.52  -0.6490
69 Se -1.32 -3.18 1.88  -0.1518
70 N -2.88 -1.77 3.73  0.2006
71 C -3.06 -1.55 5.08  0.4246
72 C -3.93 -0.74 5.79  -0.7472
73 C -3.85 -0.78 7.18  -0.5494
74 C -2.95 -1.62 7.83  -0.6250
75 C -2.08 -2.44 7.11  -0.7370
76 C -2.15 -2.38 5.73  0.8558
77 H 0.37 -3.82 4.11  0.2750
78 H -0.61 -4.96 5.07  0.2940
79 H 0.22 -3.59 5.87  0.3452
80 H -3.27 -1.24 2.96  0.1671
81 H -4.63 -0.09 5.29  0.4313
82 H -4.50 -0.15 7.77  0.3829
83 H -2.92 -1.63 8.91  0.3869
84 H -1.38 -3.10 7.62  0.4083
85 C 3.98 -1.19 6.00  -0.7441
86 S 4.10 0.35 5.05  0.0275
87 C 2.43 0.89 5.07  0.4578
88 C 1.39 0.28 4.45  -0.6830
89 S 1.42 -1.20 3.54  -0.0040
90 S -0.13 1.15 4.62  0.2159
91 C 0.44 2.53 5.48  -0.1041
92 S -0.50 3.83 5.86  -0.2524
93 S 2.11 2.40 5.89  -0.1924
94 H 4.95 -1.68 5.92  0.3811
95 H 3.21 -1.82 5.55  0.1227
96 H 3.75 -0.98 7.04  0.2976


C37H38KN4O5P as an isolated structure in a non-equilibrium geometry, computed with the ωB97M-V functional and the def2-TZVPD basis.

Values from the calculation:
LUMO energy   4.127 eV
Spin multiplicity   1
F_max   1.49 eV/A
ΔE to the lowest compared entry with this formula, charge and spin   1.101 eV
Orbital gap   0.243 Eh
Charge   -2
Total energy   -80802.1500 eV

Last column: natural (NBO) charge in e.
Element x y z (Å)
1 K 0.11 0.71 -1.16  0.8829
2 O 4.09 -1.32 -2.34  -0.7735
3 C 2.92 -0.89 -2.16  0.5523
4 N 2.31 -0.69 -1.02  -0.6659
5 C 3.17 -0.85 0.11  -0.2795
6 C 2.60 -0.44 1.42  0.2505
7 C 3.46 -0.35 2.52  -0.2604
8 C 2.96 0.04 3.74  -0.1796
9 C 1.60 0.34 3.84  -0.2912
10 C 0.83 0.22 2.70  0.0628
11 N 1.31 -0.17 1.53  -0.4420
12 C 2.10 -0.52 -3.37  0.1532
13 C 2.76 -0.26 -4.57  -0.2315
14 C 2.02 0.13 -5.67  -0.1858
15 C 0.65 0.25 -5.54  -0.2740
16 C 0.08 -0.06 -4.31  0.0369
17 N 0.78 -0.44 -3.26  -0.4507
18 H 4.10 -0.27 -0.04  0.2002
19 H 3.52 -1.90 0.20  0.1909
20 H 4.51 -0.57 2.39  0.2062
21 H 3.60 0.13 4.61  0.1960
22 H 1.17 0.68 4.77  0.2047
23 H -0.23 0.45 2.72  0.2026
24 H 3.83 -0.37 -4.61  0.2359
25 H 2.51 0.34 -6.62  0.1959
26 H 0.03 0.57 -6.37  0.2045
27 H -0.99 -0.01 -4.15  0.2178
28 O 0.59 5.14 -1.04  -0.7447
29 C 1.05 3.99 -1.07  0.7817
30 O 0.44 2.91 -0.98  -0.8239
31 C 2.58 3.88 -1.25  -0.1378
32 C 3.37 5.03 -1.31  -0.1914
33 C 4.74 4.94 -1.46  -0.2474
34 C 5.34 3.69 -1.60  -0.2600
35 C 4.56 2.55 -1.56  -0.1800
36 C 3.19 2.64 -1.36  -0.2064
37 H 2.88 5.99 -1.20  0.2259
38 H 5.35 5.83 -1.49  0.1850
39 H 6.41 3.62 -1.70  0.1863
40 H 5.02 1.57 -1.67  0.2071
41 H 2.59 1.75 -1.29  0.2348
42 C -5.34 -2.78 4.08  -0.6254
43 C -4.06 -2.49 3.33  -0.0173
44 C -3.03 -3.42 3.40  -0.2487
45 C -1.85 -3.22 2.71  -0.2143
46 C -1.68 -2.09 1.95  -0.2625
47 C -2.70 -1.13 1.85  0.2586
48 N -2.51 -0.08 1.00  -0.6702
49 C -2.68 1.27 1.18  0.1652
50 C -2.67 1.87 2.43  -0.3038
51 C -2.73 3.25 2.54  -0.2067
52 C -2.81 4.04 1.41  -0.2679
53 C -2.83 3.44 0.16  -0.1385
54 C -2.77 2.07 0.02  -0.1233
55 C -2.81 1.44 -1.37  0.7561
56 O -3.53 1.99 -2.21  -0.7177
57 O -2.16 0.38 -1.53  -0.8222
58 C -3.91 -1.34 2.56  -0.0663
59 C -5.02 -0.34 2.40  -0.6446
60 H -5.24 -3.72 4.62  0.2018
61 H -6.18 -2.86 3.40  0.2070
62 H -5.56 -2.00 4.81  0.2070
63 H -3.17 -4.32 3.98  0.1858
64 H -1.05 -3.95 2.78  0.2041
65 H -0.77 -1.90 1.40  0.2387
66 H -2.16 -0.26 0.04  0.4521
67 H -2.57 1.26 3.32  0.1979
68 H -2.71 3.71 3.53  0.1885
69 H -2.83 5.11 1.50  0.1972
70 H -2.88 4.04 -0.74  0.2342
71 H -4.89 0.50 3.08  0.2233
72 H -5.99 -0.79 2.58  0.1973
73 H -5.00 0.07 1.39  0.2422
74 C -1.42 -3.52 -1.20  -0.9601
75 P 0.16 -2.52 -1.28  0.9237
76 C 0.78 -3.35 -2.82  -0.9453
77 C 1.13 -3.60 -0.11  -0.9556
78 H -1.24 -4.59 -1.39  0.1809
79 H -2.10 -3.13 -1.94  0.2245
80 H -1.87 -3.40 -0.22  0.2260
81 H 0.72 -4.43 -2.74  0.1926
82 H 1.81 -3.05 -2.97  0.2353
83 H 0.19 -3.00 -3.66  0.2225
84 H 0.80 -4.64 -0.16  0.1945
85 H 1.02 -3.23 0.90  0.2176
86 H 2.17 -3.53 -0.39  0.2277


C37H38N5O2PdS as an isolated structure in a non-equilibrium geometry, computed with the ωB97M-V functional and the def2-TZVPD basis.

Values from the calculation:
LUMO energy   2.677 eV
Spin multiplicity   1
F_max   2.25 eV/A
Orbital gap   0.203 Eh
Charge   -1
Total energy   -64847.2842 eV

Last column: Mulliken charge in e.
Element x y z (Å)
1 Pd -0.70 0.77 0.52  0.0092
2 C -0.20 5.46 -1.90  -0.4988
3 C -0.98 4.30 -1.91  -1.2080
4 C -0.57 3.19 -1.22  0.0894
5 C 0.64 3.17 -0.47  0.7311
6 C 1.39 4.36 -0.46  -0.7148
7 C 0.97 5.47 -1.17  -0.6985
8 N 0.88 2.01 0.18  0.3509
9 C 2.02 1.56 0.81  1.3566
10 C 3.32 2.02 0.63  -0.8145
11 C 4.41 1.39 1.23  -0.7922
12 C 4.21 0.26 2.00  -0.6341
13 C 2.94 -0.25 2.19  -0.6054
14 C 1.83 0.38 1.62  -0.5211
15 N 0.54 -0.02 1.82  0.8814
16 N 0.20 -1.26 2.26  -1.1279
17 C -1.01 -1.65 1.96  0.1586
18 C -1.54 -2.89 2.44  -0.7946
19 C -2.79 -3.30 2.07  -0.2549
20 C -3.57 -2.50 1.21  -0.8730
21 C -3.03 -1.31 0.79  -0.7910
22 N -1.82 -0.87 1.12  0.3523
23 H -0.52 6.33 -2.45  0.3773
24 H -1.91 4.29 -2.46  0.3920
25 H -1.18 2.28 -1.21  0.3598
26 H 2.29 4.43 0.14  0.4900
27 H 1.58 6.37 -1.13  0.3560
28 H 3.52 2.85 -0.04  0.1108
29 H 5.40 1.76 1.04  0.4078
30 H 5.06 -0.24 2.45  0.3749
31 H 2.77 -1.15 2.77  0.4337
32 H -0.92 -3.49 3.08  0.4721
33 H -3.19 -4.24 2.42  0.3681
34 H -4.55 -2.81 0.89  0.4576
35 H -3.60 -0.65 0.13  0.4887
36 O -0.72 -0.37 -1.84  -0.5465
37 S 0.73 -0.12 -1.94  0.7991
38 C 1.10 -0.69 -3.71  -1.5995
39 C 0.44 -1.98 -4.03  0.4960
40 C -0.95 -2.09 -4.01  -0.1710
41 C -1.57 -3.30 -4.25  -0.7889
42 C -0.82 -4.42 -4.55  -0.3539
43 C 0.56 -4.32 -4.61  -0.6856
44 C 1.19 -3.12 -4.34  -0.2372
45 C 1.57 -1.56 -1.12  -0.7948
46 C 2.99 -1.66 -1.54  0.1771
47 C 3.82 -0.54 -1.46  0.1341
48 C 5.13 -0.59 -1.88  -0.8082
49 C 5.66 -1.77 -2.39  -0.5462
50 C 4.85 -2.90 -2.45  -0.6028
51 C 3.53 -2.84 -2.03  -0.5822
52 H 2.18 -0.74 -3.81  0.4779
53 H 0.70 0.12 -4.30  0.6152
54 H -1.54 -1.22 -3.77  0.3933
55 H -2.65 -3.36 -4.20  0.3901
56 H -1.30 -5.37 -4.75  0.3811
57 H 1.15 -5.19 -4.87  0.3742
58 H 2.27 -3.05 -4.38  0.4676
59 H 0.98 -2.44 -1.35  0.9066
60 H 1.50 -1.33 -0.06  -0.0931
61 H 3.42 0.38 -1.05  0.3394
62 H 5.75 0.29 -1.82  0.4363
63 H 6.68 -1.81 -2.72  0.3815
64 H 5.26 -3.82 -2.84  0.3950
65 H 2.92 -3.73 -2.09  0.5360
66 O -2.79 2.40 1.01  -0.5489
67 C -2.93 2.31 2.22  0.5643
68 C -4.17 2.86 2.92  -0.9686
69 C -4.97 1.79 3.68  -0.7638
70 C -4.39 0.38 3.52  -0.2694
71 C -3.16 0.15 4.39  -0.2676
72 C -2.21 1.36 4.35  -0.9583
73 N -1.98 1.79 3.01  0.2136
74 H -4.80 3.31 2.14  0.3226
75 H -3.85 3.66 3.59  0.3597
76 H -6.00 1.79 3.32  0.4015
77 H -5.01 2.02 4.75  0.2984
78 H -4.14 0.22 2.47  -0.1095
79 H -5.15 -0.37 3.78  0.5211
80 H -2.63 -0.74 4.05  0.0997
81 H -3.47 -0.01 5.43  0.4223
82 H -1.24 1.09 4.79  0.4500
83 H -2.62 2.18 4.95  0.3317
84 H -1.21 1.34 2.45  0.3211


C37H39CsN10O6S as an isolated structure, computed with the ωB97M-V functional and the def2-TZVPD basis.

Values from the calculation:
LUMO energy   3.305 eV
Spin multiplicity   1
F_max   0.14 eV/A
ΔE to the lowest compared entry with this formula, charge and spin   0.093 eV
Orbital gap   0.238 Eh
Charge   -2
Total energy   -77575.9642 eV

Last column: Mulliken charge in e.
Element x y z (Å)
1 Cs -0.20 -0.76 1.27  1.3137
2 O 3.68 2.56 2.73  -0.7739
3 C 2.63 2.03 2.36  -0.2738
4 N 2.45 1.08 1.43  0.0014
5 C 3.28 1.02 0.37  -0.0801
6 O 3.83 1.98 -0.18  -0.7916
7 C 3.48 -0.34 -0.28  0.4888
8 C 4.65 -0.55 -1.01  -0.4355
9 C 4.84 -1.75 -1.66  -0.5088
10 C 3.84 -2.71 -1.59  -0.6946
11 C 2.71 -2.41 -0.85  -0.3558
12 N 2.52 -1.26 -0.19  0.1357
13 C 1.37 2.44 3.12  0.3920
14 C 1.50 3.30 4.21  -0.6316
15 C 0.36 3.73 4.87  -0.3331
16 C -0.88 3.30 4.41  -0.7834
17 C -0.91 2.46 3.31  -0.3493
18 N 0.18 2.03 2.69  0.3902
19 H 5.37 0.25 -1.06  0.4142
20 H 5.71 -1.95 -2.27  0.5276
21 H 3.93 -3.63 -2.14  0.4530
22 H 1.89 -3.12 -0.79  0.3833
23 H 2.49 3.60 4.50  0.5069
24 H 0.43 4.39 5.73  0.3864
25 H -1.80 3.61 4.89  0.4202
26 H -1.86 2.10 2.92  0.4513
27 C -4.47 -3.87 -0.46  -1.4365
28 C -3.46 -2.76 -0.32  0.3512
29 N -2.85 -2.47 0.77  0.5253
30 N -3.08 -3.27 1.85  -0.7991
31 C -2.77 -2.66 3.00  -0.0054
32 O -2.46 -1.47 3.19  -0.7105
33 C -2.83 -3.58 4.20  0.2840
34 C -2.61 -3.04 5.46  -0.3474
35 C -2.63 -3.84 6.59  -0.6075
36 C -2.88 -5.20 6.48  -0.3002
37 C -3.10 -5.75 5.22  -0.6349
38 C -3.08 -4.95 4.09  -0.1560
39 C -3.16 -1.91 -1.49  0.4111
40 C -4.04 -1.87 -2.58  -0.6664
41 C -3.74 -1.05 -3.66  -0.5045
42 C -2.58 -0.30 -3.64  -0.9486
43 C -1.77 -0.40 -2.52  -0.2021
44 N -2.04 -1.18 -1.48  0.1146
45 H -4.34 -4.56 0.38  0.3006
46 H -4.34 -4.41 -1.40  0.3785
47 H -5.49 -3.49 -0.42  0.2722
48 H -2.41 -1.98 5.52  0.4753
49 H -2.46 -3.40 7.57  0.3671
50 H -2.90 -5.83 7.36  0.3565
51 H -3.29 -6.81 5.12  0.3548
52 H -3.24 -5.36 3.11  0.3935
53 H -4.94 -2.46 -2.57  0.3487
54 H -4.41 -1.01 -4.52  0.3813
55 H -2.30 0.35 -4.46  0.4762
56 H -0.87 0.20 -2.44  0.4784
57 C -2.87 4.43 -0.91  -1.2153
58 N -2.34 3.32 -0.14  0.2229
59 C -3.18 2.14 -0.20  -1.0846
60 C -0.96 3.09 -0.19  0.5177
61 N -0.52 1.91 -0.41  0.0707
62 N -0.18 4.23 0.00  0.2391
63 C -0.47 5.11 1.11  -1.1063
64 C 1.23 4.12 -0.31  -0.9838
65 H -3.04 4.15 -1.96  0.3465
66 H -2.19 5.27 -0.88  0.4057
67 H -3.83 4.74 -0.48  0.3467
68 H -4.19 2.42 0.10  0.3993
69 H -2.81 1.37 0.48  0.2782
70 H -3.21 1.70 -1.21  0.2568
71 H 0.47 1.85 -0.17  -0.7615
72 H -1.52 5.01 1.40  0.4363
73 H -0.27 6.15 0.83  0.2935
74 H 0.15 4.86 1.98  0.2540
75 H 1.80 3.55 0.44  0.3919
76 H 1.65 5.12 -0.35  0.3178
77 H 1.37 3.64 -1.28  0.1927
78 N 2.25 1.59 -2.81  -0.4150
79 C 2.90 0.60 -3.56  0.7228
80 C 2.26 -0.58 -3.93  -0.3930
81 C 2.95 -1.57 -4.61  -0.7712
82 C 4.29 -1.41 -4.94  -0.2599
83 C 4.91 -0.21 -4.63  -0.7018
84 C 4.23 0.79 -3.95  -0.3707
85 S 5.23 -2.78 -5.58  1.3331
86 O 6.33 -2.18 -6.33  -0.7393
87 O 4.30 -3.56 -6.38  -0.7379
88 O 5.67 -3.48 -4.37  -0.6827
89 H 2.86 1.99 -2.10  0.2734
90 H 1.42 1.23 -2.34  0.0108
91 H 1.23 -0.74 -3.64  0.4300
92 H 2.46 -2.50 -4.87  0.4473
93 H 5.95 -0.08 -4.90  0.4147
94 H 4.73 1.71 -3.68  0.4175